Density functional theory data (ωB97M-V with the def2-TZVPD basis set) for C50H45BrCl2FN8O7PPbS as an isolated structure.

Cartesian coordinates (Å):
Pb -0.321 -0.538 0.447
N -1.127 0.205 -3.430
P 0.389 0.433 -2.672
C 1.502 -0.421 -3.870
C 2.480 -1.272 -3.369
C 3.345 -1.940 -4.228
C 3.231 -1.769 -5.598
C 2.257 -0.918 -6.110
C 1.406 -0.245 -5.249
C 0.750 2.154 -3.199
C 2.067 2.613 -3.165
C 2.358 3.936 -3.460
C 1.338 4.815 -3.802
C 0.026 4.366 -3.839
C -0.267 3.044 -3.533
C -2.281 -0.256 -2.821
C -3.467 -0.293 -3.567
C -4.622 -0.731 -2.959
C -4.582 -1.138 -1.632
C -3.365 -1.086 -0.984
N -2.235 -0.650 -1.553
H -1.258 0.485 -4.391
H 2.571 -1.394 -2.297
H 4.103 -2.594 -3.813
H 3.901 -2.292 -6.270
H 2.169 -0.774 -7.181
H 0.670 0.440 -5.659
H 2.863 1.939 -2.872
H 3.384 4.279 -3.407
H 1.565 5.851 -4.026
H -0.779 5.048 -4.084
H -1.298 2.712 -3.515
H -3.463 0.032 -4.600
H -5.551 -0.757 -3.516
H -5.460 -1.487 -1.108
H -3.266 -1.414 0.044
C 1.345 4.081 1.925
C 0.096 3.828 1.128
C -1.104 4.493 1.367
C -2.227 4.192 0.624
C -2.092 3.205 -0.342
Br -3.602 2.734 -1.404
N -0.989 2.550 -0.590
C 0.091 2.869 0.131
H 1.511 5.149 2.079
H 2.214 3.656 1.421
H 1.274 3.607 2.907
H -1.162 5.244 2.148
H -3.183 4.659 0.802
H 1.001 2.320 -0.097
O -2.324 -2.196 3.869
C -2.545 -1.706 2.763
O -1.775 -1.807 1.742
C -3.880 -1.020 2.539
C -5.008 -1.714 2.855
C -6.288 -1.158 2.654
C -6.412 0.141 2.192
C -5.281 0.874 1.928
C -3.926 0.342 2.015
O -2.911 0.962 1.663
N -5.506 2.261 1.566
O -4.708 3.099 1.948
O -6.522 2.541 0.937
N -7.462 -1.908 2.965
O -8.564 -1.384 2.806
O -7.334 -3.050 3.398
H -4.922 -2.708 3.272
H -7.387 0.585 2.063
Cl 4.373 -2.407 -0.504
C 5.333 -0.955 -0.641
C 6.685 -1.129 -0.874
C 7.517 -0.028 -1.002
C 6.964 1.240 -0.896
C 5.610 1.389 -0.663
Cl 5.010 3.023 -0.547
C 4.707 0.309 -0.513
S 3.023 0.534 -0.226
H 7.076 -2.134 -0.956
H 8.575 -0.155 -1.186
H 7.579 2.125 -0.993
F -3.719 -4.954 -3.348
C -2.697 -4.446 -2.592
C -1.624 -3.855 -3.224
C -0.597 -3.336 -2.449
C -0.626 -3.378 -1.047
C 0.406 -2.714 -0.236
C -1.729 -4.015 -0.456
C -2.762 -4.542 -1.217
H -1.598 -3.798 -4.305
H 0.244 -2.863 -2.943
H 1.355 -2.598 -0.762
H 0.568 -3.192 0.731
H -1.790 -4.046 0.624
H -3.621 -5.007 -0.751
C 4.039 -1.999 4.599
C 4.089 -1.459 3.186
N 2.733 -1.279 2.702
C 1.806 -0.617 3.485
N 0.848 0.008 2.904
C -0.162 0.686 3.702
C -0.335 0.052 5.068
C 1.027 -0.043 5.724
N 1.954 -0.749 4.859
C 3.242 -1.035 5.453
H 5.045 -2.112 5.008
H 3.551 -2.976 4.596
H 4.595 -2.155 2.519
H 4.658 -0.516 3.168
H 2.699 -0.933 1.743
H -1.103 0.680 3.147
H 0.118 1.744 3.810
H -0.771 -0.942 4.948
H -1.009 0.645 5.690
H 0.972 -0.596 6.668
H 1.411 0.963 5.959
H 3.062 -1.455 6.447
H 3.820 -0.106 5.599

Values from the calculation:
energy	-7423.795009	Ha
relative energy (zero: lowest compared OMol25 entry of this formula, charge and spin)	0.0	kcal/mol
highest occupied orbital energy	-2.11	eV
strongest force on any atom	0.2	eV/A
net charge	-2

Atomic partial charges in e from the Löwdin method, atoms 1 to 6: atom 1 (Pb): 1.296, atom 2 (N): -0.123, atom 3 (P): 1.006, atom 4 (C): -0.352, atom 5 (C): -0.123, atom 6 (C): -0.078

***

Density functional theory data (ωB97M-V with the def2-TZVPD basis set) for C50H45ClN11O2S2Zr as an isolated structure.

Cartesian coordinates (Å):
Zr -0.543 1.552 -0.876
Cl -7.779 1.263 -2.105
C -6.078 1.047 -1.929
C -5.390 0.203 -2.797
C -4.027 0.000 -2.642
C -3.348 0.662 -1.635
O -2.031 0.440 -1.420
C -4.022 1.544 -0.789
C -3.354 2.258 0.283
N -2.115 2.703 0.240
C -1.699 3.537 1.337
C -2.542 4.295 2.101
C -2.070 5.004 3.230
C -0.757 4.945 3.586
C 0.152 4.210 2.784
C 1.530 4.122 3.069
C 2.356 3.410 2.239
C 1.803 2.785 1.118
N 0.517 2.844 0.810
C -0.315 3.541 1.636
C -5.405 1.703 -0.917
H -5.930 -0.305 -3.585
H -3.495 -0.686 -3.286
H -4.008 2.605 1.072
H -3.595 4.364 1.862
H -2.770 5.579 3.819
H -0.390 5.456 4.466
H 1.924 4.621 3.946
H 3.416 3.323 2.429
H 2.440 2.213 0.453
H -5.948 2.355 -0.242
C -3.547 5.263 -2.261
N -2.139 5.350 -1.862
C -1.556 6.396 -1.165
C -0.253 6.104 -1.011
N -0.046 4.864 -1.613
C -1.222 4.418 -2.137
S -1.495 2.960 -2.987
C 1.226 4.303 -1.913
C 2.263 5.151 -2.253
C 3.482 4.591 -2.596
C 3.602 3.211 -2.603
C 2.506 2.449 -2.249
N 1.322 2.974 -1.890
H -4.055 6.153 -1.904
H -3.992 4.369 -1.829
H -3.618 5.209 -3.345
H -2.124 7.252 -0.843
H 0.537 6.644 -0.519
H 2.109 6.220 -2.284
H 4.313 5.224 -2.877
H 4.525 2.723 -2.883
H 2.578 1.371 -2.242
C 9.047 -8.596 -0.409
O 8.462 -7.967 -1.550
C 7.537 -7.020 -1.351
C 7.097 -6.599 -0.096
C 6.120 -5.621 -0.016
C 5.575 -5.051 -1.161
C 6.033 -5.478 -2.415
C 7.002 -6.444 -2.510
C 4.545 -4.024 -1.106
N 3.941 -3.492 -2.155
C 3.072 -2.584 -1.639
C 3.129 -2.543 -0.264
N 4.079 -3.479 0.068
C 2.290 -1.697 0.514
C 2.224 -1.676 1.919
C 1.331 -0.847 2.548
C 0.513 -0.017 1.784
N 0.553 -0.003 0.456
C 1.416 -0.840 -0.184
C 1.402 -0.829 -1.630
N 0.595 0.074 -2.254
C 0.489 0.037 -3.575
C 1.196 -0.872 -4.367
C 2.059 -1.748 -3.760
C 2.183 -1.729 -2.359
H 9.751 -9.321 -0.801
H 8.284 -9.107 0.181
H 9.576 -7.867 0.206
H 7.503 -7.024 0.809
H 5.792 -5.323 0.974
H 5.614 -5.039 -3.310
H 7.370 -6.781 -3.470
H 4.421 -3.712 0.984
H 2.871 -2.317 2.504
H 1.251 -0.820 3.626
H -0.194 0.647 2.262
H -0.165 0.770 -4.030
H 1.060 -0.861 -5.439
H 2.645 -2.460 -4.326
C -7.434 -2.209 2.367
C -6.478 -1.328 3.147
N -5.308 -0.943 2.338
C -4.008 -1.000 2.636
S -2.934 0.106 1.860
N -3.527 -1.895 3.496
C -4.094 -3.204 3.860
C -3.000 -4.255 3.844
H -8.335 -2.393 2.951
H -6.982 -3.171 2.122
H -7.738 -1.730 1.435
H -6.136 -1.812 4.054
H -6.970 -0.404 3.456
H -5.511 -0.344 1.554
H -2.552 -1.768 3.715
H -4.867 -3.452 3.135
H -4.552 -3.149 4.848
H -2.541 -4.326 2.857
H -3.416 -5.229 4.098
H -2.226 -4.028 4.580

Values from the calculation:
energy	-3988.264653	Ha
relative energy (zero: lowest compared OMol25 entry of this formula, charge and spin)	7.9	kcal/mol
highest occupied orbital energy	-13.11	eV
strongest force on any atom	1.3	eV/A
net charge	+3

Atomic partial charges in e from the Löwdin method, atoms 1 to 6: atom 1 (Zr): 1.722, atom 2 (Cl): 0.735, atom 3 (C): -0.657, atom 4 (C): -0.047, atom 5 (C): 0.027, atom 6 (C): -0.359

***

Density functional theory data (ωB97M-V with the def2-TZVPD basis set) for C50H46BN14OS2Ti as an isolated structure.

Cartesian coordinates (Å):
Ti 20.463 12.964 15.831
C 21.247 15.445 18.334
C 20.744 14.115 18.858
C 20.310 13.770 20.161
C 19.902 12.432 20.033
N 20.065 12.037 18.770
N 20.593 13.079 18.022
B 19.523 10.745 18.028
N 18.359 11.076 17.006
C 16.994 10.874 17.059
C 16.463 11.164 15.796
C 17.533 11.777 15.105
C 17.420 12.454 13.778
N 18.636 11.787 15.870
N 20.762 10.214 17.172
C 21.178 8.947 16.950
C 21.797 8.843 15.740
C 21.941 10.188 15.311
C 22.780 10.741 14.212
N 21.313 10.984 16.172
N 18.955 9.780 19.060
C 18.345 8.531 18.778
C 18.749 7.642 19.761
C 19.713 8.354 20.570
C 20.406 7.920 21.817
N 19.803 9.624 20.148
H 20.475 16.176 18.298
H 21.673 15.304 17.350
H 22.063 15.850 18.966
H 20.447 14.451 21.020
H 19.659 11.736 20.837
H 16.555 10.517 17.998
H 15.396 11.055 15.513
H 16.448 12.970 13.688
H 17.556 11.752 12.920
H 18.238 13.191 13.659
H 21.040 8.206 17.757
H 22.170 7.937 15.280
H 23.791 10.287 14.318
H 22.929 11.831 14.298
H 22.391 10.402 13.238
H 17.724 8.338 17.909
H 18.249 6.677 19.935
H 20.441 6.834 21.954
H 19.926 8.391 22.664
H 21.440 8.268 21.788
C 20.773 13.437 14.058
C 20.956 13.667 12.862
C 21.155 13.745 11.472
C 21.468 14.928 10.784
C 21.613 14.840 9.427
C 21.678 13.625 8.746
C 21.333 12.470 9.437
C 21.048 12.531 10.792
H 21.642 15.882 11.294
H 21.864 15.709 8.826
H 22.018 13.575 7.685
H 21.123 11.546 8.918
H 20.712 11.679 11.352
C 21.581 21.313 14.013
O 21.993 20.746 15.332
C 22.527 19.456 15.247
S 23.047 18.825 16.676
S 22.710 18.667 13.729
H 21.318 22.349 14.243
H 20.759 20.726 13.583
H 22.499 21.347 13.373
N 27.972 13.403 16.900
C 29.290 13.612 16.511
C 30.507 13.372 17.133
C 31.656 13.565 16.387
C 31.598 14.029 15.069
C 30.389 14.295 14.417
C 29.218 14.018 15.118
N 27.926 14.053 14.748
C 27.189 13.689 15.796
C 25.729 13.564 15.758
C 25.058 12.972 16.829
C 23.680 13.083 16.887
N 22.953 13.720 15.967
C 23.609 14.312 14.972
C 24.981 14.218 14.759
H 27.631 13.355 17.823
H 30.548 13.028 18.163
H 32.623 13.259 16.803
H 32.542 14.119 14.529
H 30.373 14.688 13.400
H 25.524 12.384 17.598
H 23.191 12.566 17.673
H 22.989 14.916 14.286
H 25.389 14.553 13.820
N 14.843 17.575 16.886
C 13.837 18.455 16.449
C 12.670 18.844 17.051
C 11.756 19.569 16.313
C 12.003 19.813 14.973
C 13.202 19.462 14.379
C 14.149 18.750 15.112
N 15.352 18.175 14.782
C 15.755 17.476 15.831
C 16.951 16.619 15.868
C 17.145 15.732 16.992
C 18.228 14.861 17.007
N 19.126 14.834 15.970
C 19.021 15.749 14.963
C 17.904 16.572 14.810
H 15.121 17.447 17.856
H 12.483 18.547 18.083
H 10.828 19.909 16.757
H 11.238 20.292 14.369
H 13.401 19.618 13.344
H 16.481 15.778 17.843
H 18.277 14.047 17.760
H 19.818 15.802 14.206
H 17.855 17.177 13.881

Values from the calculation:
energy	-4445.027752	Ha
relative energy (zero: lowest compared OMol25 entry of this formula, charge and spin)	0.0	kcal/mol
highest occupied orbital energy	-11.77	eV
2S+1	2
strongest force on any atom	3.4	eV/A
net charge	+2
<S²>	0.76

Atomic partial charges in e from the Löwdin method, atoms 1 to 6: atom 1 (Ti): 1.188, atom 2 (C): -0.023, atom 3 (C): -0.329, atom 4 (C): 0.031, atom 5 (C): -0.034, atom 6 (N): 0.029

***

Density functional theory data (ωB97M-V with the def2-TZVPD basis set) for C50H46Co2F6N3O6 as an isolated structure.

Cartesian coordinates (Å):
C -0.214 0.851 4.329
C -1.086 -0.331 3.909
C -2.465 -0.249 4.565
C -0.366 -1.648 4.167
C -0.608 -2.364 5.342
C 0.230 -3.419 5.696
C 1.353 -3.714 4.926
C 1.602 -3.038 3.735
C 2.875 -3.463 2.978
C 2.754 -4.891 2.457
C 4.127 -3.304 3.835
C 0.677 -2.061 3.301
N 0.926 -1.355 2.072
N 2.177 -0.850 1.901
N 2.190 -0.321 0.657
C 3.390 0.257 0.111
C 3.973 -0.293 -1.048
C 3.613 -1.701 -1.510
C 4.426 -2.750 -0.741
C 3.736 -1.883 -3.023
C 4.982 0.427 -1.685
C 5.491 1.590 -1.109
C 4.996 2.038 0.110
C 3.962 1.363 0.756
C 3.494 1.879 2.117
C 2.739 3.196 1.966
C 4.655 2.037 3.104
C 0.958 -0.465 0.056
C 0.706 -0.025 -1.291
C 1.157 1.236 -1.735
C 0.929 1.637 -3.034
C 1.385 3.013 -3.440
F 2.189 2.974 -4.545
F 0.326 3.837 -3.724
F 2.111 3.629 -2.446
C 0.301 0.794 -3.950
C -0.115 -0.460 -3.527
C -0.713 -1.422 -4.523
F -0.935 -2.658 -3.978
F -1.925 -0.974 -4.996
F 0.095 -1.608 -5.613
C 0.006 -0.855 -2.204
C 0.092 -1.041 0.955
C -1.291 -1.120 0.720
H 0.746 0.839 3.798
H -0.729 1.794 4.109
H 0.002 0.811 5.406
H -1.237 -0.256 2.830
H -3.058 -1.142 4.334
H -2.382 -0.152 5.655
H -3.002 0.631 4.187
H -1.435 -2.081 5.999
H 0.027 -4.000 6.589
H 2.053 -4.485 5.256
H 2.989 -2.796 2.122
H 1.862 -5.001 1.831
H 3.633 -5.147 1.855
H 2.686 -5.601 3.291
H 4.200 -2.282 4.221
H 4.112 -4.004 4.679
H 5.017 -3.510 3.230
H 2.556 -1.848 -1.254
H 4.302 -2.613 0.344
H 4.104 -3.768 -1.005
H 5.499 -2.656 -0.972
H 3.166 -1.104 -3.547
H 4.785 -1.837 -3.347
H 3.336 -2.863 -3.320
H 5.383 0.075 -2.638
H 6.291 2.143 -1.601
H 5.413 2.927 0.582
H 2.820 1.118 2.526
H 1.929 3.105 1.229
H 2.307 3.499 2.928
H 3.424 3.983 1.618
H 5.187 1.089 3.235
H 5.369 2.791 2.749
H 4.278 2.353 4.084
H 1.705 1.879 -1.049
H 0.133 1.115 -4.971
H -0.363 -1.823 -1.882
H -1.605 -1.142 -0.318
H -1.977 -1.418 1.512
O -2.821 2.249 -5.693
C -3.668 1.847 -5.011
Co -5.024 1.255 -4.025
C -5.685 2.767 -3.392
O -6.188 3.773 -3.117
C -6.406 1.346 -5.243
O -6.978 1.735 -6.181
C -5.059 -0.404 -3.281
C -4.262 0.429 -2.563
C -3.386 0.688 -1.560
C -3.534 1.931 -0.825
C -2.418 2.732 -0.492
C -2.587 4.013 0.029
C -3.867 4.522 0.266
C -4.984 3.728 -0.014
C -4.820 2.449 -0.532
Co -6.980 -0.186 -3.516
C -8.071 -0.728 -4.784
O -8.821 -1.032 -5.611
C -7.822 1.073 -2.580
O -8.471 1.864 -2.036
C -7.197 -1.633 -2.546
O -7.317 -2.583 -1.900
H -4.742 -1.403 -3.607
H -2.504 0.067 -1.454
H -1.428 2.334 -0.705
H -1.706 4.612 0.264
H -3.998 5.528 0.668
H -5.991 4.091 0.188
H -5.696 1.814 -0.683

Values from the calculation:
energy	-5913.280898	Ha
relative energy (zero: lowest compared OMol25 entry of this formula, charge and spin)	0.0	kcal/mol
highest occupied orbital energy	-3.57	eV
strongest force on any atom	3.9	eV/A
net charge	-1

Atomic partial charges in e from the Löwdin method, atoms 1 to 6: atom 1 (C): -0.045, atom 2 (C): -0.384, atom 3 (C): -0.075, atom 4 (C): -0.116, atom 5 (C): -0.031, atom 6 (C): -0.067

***

- Which formula does entry 1 have?
  C50H45BrCl2FN8O7PPbS

***

- What is the formula in the fourth record?
  C50H46Co2F6N3O6

***

- What is the formula in the third record?
  C50H46BN14OS2Ti

***

- Number 1 is which compound?
  C50H45BrCl2FN8O7PPbS